18
Properties=species:S:1:pos:R:3:nbo_charge:R:1 method="wB97M-V/def2-TZVPD" fmax_ev_per_a=7.512 homo_ev=-13.6 spin_multiplicity=1 e_tot_ha=-289.09073 gap_ev=4.51 total_charge=+1
N -1.83 -1.28 -2.53 -0.993
H 0.33 1.23 2.47 0.267
H 0.21 -0.91 0.06 0.285
C 0.69 -0.30 0.82 -0.170
H -1.15 0.91 1.42 0.289
H 2.07 -1.91 0.99 0.257
H -1.55 -0.34 -2.24 0.356
H 2.76 -0.46 1.74 0.251
H -1.59 -1.38 -3.51 0.372
H 1.42 -1.31 2.49 0.264
H -1.40 1.96 -1.45 0.516
C -0.10 0.72 1.61 -0.391
C 0.67 1.21 0.38 -0.014
C 1.83 -0.98 1.53 -0.644
H -2.84 -1.35 -2.47 0.370
O -1.01 1.09 -1.23 -0.629
H 1.59 1.75 0.57 0.276
H -0.10 1.34 -0.65 0.337


18
Properties=species:S:1:pos:R:3:nbo_charge:R:1 method="wB97M-V/def2-TZVPD" fmax_ev_per_a=3.294 homo_ev=-13.7 spin_multiplicity=1 e_tot_ha=-289.34052 gap_ev=10.06 total_charge=+1
C 0.84 1.35 -0.64 -0.510
C -1.16 1.10 0.87 -0.739
H -2.01 0.41 0.81 0.245
H -0.55 -4.01 1.12 0.450
H -0.82 2.68 -1.58 0.229
H 1.10 1.99 0.27 0.241
C -0.06 0.39 0.11 0.680
H 0.11 -2.54 0.59 0.505
H -0.31 1.44 -2.45 0.218
O 0.18 -0.81 0.29 -0.687
H -0.85 1.01 1.93 0.259
C 0.10 2.11 -1.74 -0.629
H 0.84 2.84 -2.26 0.241
H 0.85 -3.38 1.75 0.432
H -1.41 2.11 0.57 0.250
H 0.98 -4.13 0.38 0.453
H 1.81 0.97 -0.99 0.244
N 0.35 -3.54 0.94 -0.882


19
Properties=species:S:1:pos:R:3:nbo_charge:R:1 method="wB97M-V/def2-TZVPD" fmax_ev_per_a=2.428 homo_ev=-3.9 spin_multiplicity=1 e_tot_ha=-364.62146 gap_ev=6.31 total_charge=-1
H 1.40 2.33 1.14 0.147
C 0.75 1.46 1.40 -0.271
O 0.82 -3.12 -0.70 -1.167
H -1.20 1.60 -0.29 0.216
H 1.13 0.76 2.16 0.211
H -1.38 0.27 0.62 0.243
H 0.35 1.56 -0.56 0.197
C -0.96 -0.69 -1.26 -0.006
C 0.60 0.70 0.10 -0.392
N -0.59 1.93 1.63 -0.832
O 0.09 -1.23 -1.96 -0.842
H -1.80 -1.38 -1.31 0.143
H -0.67 2.44 2.51 0.330
H -1.31 0.29 -1.74 0.101
H 1.54 0.32 -0.31 0.237
C -0.52 -0.26 0.13 -0.488
H 1.67 -3.52 -0.78 0.428
H 0.42 -2.28 -1.49 0.497
H -0.34 -1.17 0.71 0.245


19
Properties=species:S:1:pos:R:3:nbo_charge:R:1 method="wB97M-V/def2-TZVPD" fmax_ev_per_a=5.908 homo_ev=-3.7 spin_multiplicity=1 e_tot_ha=-364.76625 gap_ev=7.20 total_charge=-1
H -1.00 0.28 -2.86 0.179
H -2.53 0.00 -1.79 0.180
O 1.02 -1.44 2.13 -0.864
H -1.88 1.89 -0.24 0.207
H 3.55 -0.83 3.23 0.414
C -1.85 1.92 -1.32 -0.650
C -0.34 -0.30 0.36 -0.276
H -1.20 -0.66 0.84 0.187
H -0.03 0.66 0.86 0.155
H 1.68 -0.82 0.33 0.113
H 0.65 0.27 -1.41 0.368
H 2.24 -1.28 2.38 0.496
C -1.44 0.38 -1.78 -0.195
H -2.73 2.27 -1.66 0.188
H 0.75 -2.34 0.36 0.106
C 0.84 -1.32 0.82 0.003
H -0.95 2.43 -1.47 0.197
O 3.50 -0.94 2.31 -1.150
N -0.28 -0.18 -1.10 -0.658


19
Properties=species:S:1:pos:R:3:nbo_charge:R:1 method="wB97M-V/def2-TZVPD" fmax_ev_per_a=4.140 homo_ev=-3.2 spin_multiplicity=1 e_tot_ha=-364.82733 gap_ev=7.32 total_charge=-1
C 0.11 0.48 1.66 -0.407
C 1.29 -0.05 -0.51 -0.021
H 0.77 1.27 2.03 0.192
H -2.36 -0.17 1.63 0.326
H 0.40 -0.97 -2.72 0.520
N -2.25 0.41 0.80 -0.852
H -0.66 1.39 -0.11 0.258
C 0.65 -0.65 0.82 -0.461
H -2.21 -0.27 0.05 0.371
H 1.62 -0.99 1.21 0.180
C -1.05 1.22 0.91 -0.239
O 0.35 -1.54 -3.57 -1.046
H 0.48 -1.01 -4.35 0.440
H 1.80 0.88 -0.19 0.086
H -1.23 2.14 1.53 0.145
H -0.35 0.04 2.56 0.163
O 0.37 0.05 -1.53 -0.966
H 2.16 -0.63 -0.89 0.109
H 0.10 -1.58 0.65 0.204


19
Properties=species:S:1:pos:R:3:nbo_charge:R:1 method="wB97M-V/def2-TZVPD" fmax_ev_per_a=1.394 homo_ev=-2.6 spin_multiplicity=1 e_tot_ha=-364.81217 gap_ev=6.12 total_charge=-1
H 1.87 0.57 0.81 0.379
H -1.05 0.58 0.85 0.143
N 0.95 0.20 1.05 -0.661
H 1.35 -2.24 -1.33 0.062
H 0.73 2.51 -0.70 0.197
H -2.30 -1.36 0.51 0.481
H -0.02 1.14 -1.48 0.229
C 1.29 -1.14 -1.09 -0.016
C -0.11 1.81 -0.63 -0.630
O 2.41 -0.46 -1.30 -0.953
H -0.17 1.94 1.47 0.161
O -3.25 -1.41 0.66 -0.945
H -3.45 -0.52 0.98 0.462
C -0.10 1.12 0.74 -0.192
H 0.39 -0.76 -1.65 0.048
H -1.05 2.36 -0.78 0.174
H 1.73 -1.68 0.89 0.181
C 0.90 -1.13 0.44 -0.245
H -0.10 -1.55 0.57 0.125


19
Properties=species:S:1:pos:R:3:nbo_charge:R:1 method="wB97M-V/def2-TZVPD" fmax_ev_per_a=6.511 homo_ev=-3.4 spin_multiplicity=1 e_tot_ha=-364.77249 gap_ev=7.36 total_charge=-1
C 1.44 0.13 1.04 0.065
H 2.01 0.32 -0.06 0.036
C 0.15 -0.83 0.59 -0.495
H 1.12 -0.91 -1.46 0.179
H -1.09 -1.17 -2.43 0.196
C 0.08 -0.68 -0.88 -0.036
H -0.92 1.20 -1.10 0.361
H 2.01 -0.57 1.82 0.073
O 1.13 1.20 1.67 -0.891
C -1.02 -1.57 -1.35 -0.625
H -1.97 -1.38 -1.17 0.199
H -1.32 2.29 2.23 0.431
H 0.60 1.36 -1.01 0.373
H -0.81 -2.61 -1.40 0.198
H -0.76 -0.45 1.03 0.200
H 0.45 -1.80 0.97 0.185
H -0.02 2.04 1.46 0.502
O -0.92 2.73 1.42 -1.077
N -0.16 0.71 -1.38 -0.874


19
Properties=species:S:1:pos:R:3:nbo_charge:R:1 method="wB97M-V/def2-TZVPD" fmax_ev_per_a=4.173 homo_ev="4.2 / -1.3" spin_multiplicity=2 e_tot_ha=-364.57126 gap_ev="2.63 / 7.99" s2=0.751 total_charge=-2
H 1.32 1.15 1.19 0.358
H -0.25 1.59 1.58 0.180
H 0.50 -2.15 0.90 0.184
O -3.18 1.15 -1.48 -1.331
C 1.26 -1.86 0.17 -0.898
H -0.56 -0.09 1.44 0.217
H -4.05 1.35 -1.12 0.407
C 0.02 0.71 1.00 -0.342
C -0.33 0.78 -0.50 -0.100
N 1.62 0.26 1.56 -0.675
H -0.77 1.77 -0.62 0.185
H 2.71 -0.30 -0.19 0.142
H 0.80 -1.57 -0.77 0.211
H 0.63 0.89 -1.03 0.140
H 1.90 -2.74 -0.04 0.156
H 3.04 -1.19 1.21 0.145
H -1.96 0.15 -1.24 0.538
O -1.07 -0.27 -0.99 -0.797
C 2.18 -0.75 0.67 -0.720